21
Properties=species:S:1:pos:R:3:nbo_charge:R:1 method="wB97M-V/def2-TZVPD" energy_ha=-896.4069 de_lowest_kcal_mol=114.2
C 2.88395 2.16824 0.63377 -0.308
C 0.67711 1.01555 0.99542 0.367
C 0.05156 0.16755 1.79635 -0.421
C -1.12871 -0.75563 1.48492 0.442
C 0.00050 -0.37109 -1.06805 -0.356
C 0.12171 -0.57198 -2.60494 -0.055
C 0.61418 0.91259 -0.44333 -0.487
H 3.13623 1.10453 0.06932 0.227
H 3.85039 2.51416 1.18870 0.223
H 2.57708 3.18200 0.17145 0.226
H 0.48221 0.00225 2.82028 0.248
H 0.50795 -1.21021 -0.51761 0.228
H 1.24138 -0.65017 -3.02055 0.194
H -0.36513 0.46448 -3.18835 0.146
H -1.58655 -1.47278 -2.85820 0.464
H 1.74001 0.87232 -0.95670 0.235
H 0.29718 1.95984 -1.03284 0.239
O 1.48647 1.88538 1.51802 -0.498
O -1.62928 -1.58235 2.35357 -0.545
O -0.38259 -1.79055 -2.88104 -0.668
S -1.68745 -0.64110 -0.33530 0.100

14
Properties=species:S:1:pos:R:3:nbo_charge:R:1 method="wB97M-V/def2-TZVPD" energy_ha=-270.5135 de_lowest_kcal_mol=27.9 smiles="C[C@H]1C[C@H]1C=O"
C 1.23039 -1.09485 0.24486 -0.618
C -0.17829 -0.81349 -0.25758 -0.200
C -1.21143 -0.16897 0.59854 -0.399
C -0.68567 0.57860 -0.60853 -0.343
C 0.14780 1.77456 -0.34772 0.437
O 0.18656 2.74852 -1.06323 -0.523
H 1.20318 -1.59083 1.22134 0.214
H 1.75330 -1.75727 -0.45165 0.221
H 1.83829 -0.19135 0.34719 0.211
H -0.56468 -1.57491 -0.93192 0.222
H -0.89995 0.19920 1.57477 0.214
H -2.23512 -0.52797 0.56140 0.227
H -1.32477 0.67719 -1.48157 0.236
H 0.74040 1.74156 0.59411 0.099

32
Properties=species:S:1:pos:R:3:nbo_charge:R:1 method="wB97M-V/def2-TZVPD" energy_ha=-762.4481 de_lowest_kcal_mol=63.7 smiles="CCNC(N)=O.O.O.O.O.O.O"
C 1.66377 1.99251 -0.50346 -0.253
N 1.21451 1.04267 0.54487 -0.644
C 0.33190 0.06299 0.20098 0.803
N 0.79812 -0.81399 -0.74067 -0.883
O -0.71086 -0.24556 0.82834 -0.739
C 1.44199 3.40671 -0.08657 -0.649
H 1.15324 1.75815 -1.43835 0.219
H 2.72360 1.90222 -0.99429 0.195
H 0.90699 1.52547 1.43091 0.419
H 0.38585 -1.79195 -0.61919 0.459
H 1.74045 -0.57727 -1.18941 0.414
H 2.16657 3.86252 0.71440 0.224
H 0.37670 3.76045 0.23644 0.233
H 1.57768 4.02011 -1.04735 0.231
H -0.26825 -3.84877 0.43361 0.485
H 1.18096 -4.14164 0.34327 0.445
O 0.38593 -4.47397 -0.02747 -0.973
H 0.49675 -0.55323 2.78165 0.488
H 1.98130 -0.95599 2.35545 0.470
O 1.44782 -0.63175 3.04738 -0.957
H -1.37736 1.48297 -1.73071 0.481
H -0.32535 0.37807 -2.36526 0.490
O -0.94354 1.21645 -2.54936 -0.973
H -2.29462 -2.51185 -2.40921 0.473
H -1.79960 -1.26139 -3.02042 0.475
O -1.58198 -1.91017 -2.28954 -0.946
H -2.11802 1.01991 1.68210 0.506
H -3.24943 1.85637 2.63311 0.473
O -2.57819 1.98440 1.89227 -0.989
H -1.34589 -1.80895 0.29300 0.510
H -1.99263 -3.04064 1.13466 0.496
O -1.38840 -2.70485 0.45881 -0.980